{
  "formula": "C2H14NSi3",
  "method": "ωB97M-V/def2-TZVPD",
  "lumo_energy_ev": [-5.08, -3.79],
  "homo_energy_ev": [-12.7, -12.3],
  "homo_lumo_gap_ev": [7.62, 8.55],
  "e_above_lowest_kj_mol": 346.33,
  "total_energy_ha": -1007.33993,
  "charge": 1,
  "symbols": ["C", "C", "N", "Si", "Si", "Si", "H", "H", "H", "H", "H", "H", "H", "H", "H", "H", "H", "H", "H", "H"],
  "xyz": [[-4.156, 0.043, 0.533], [-1.385, -0.302, -0.491], [-1.619, 0.852, -1.387], [3.918, 1.379, 0.172], [0.174, -0.185, 0.578], [2.588, -0.570, -0.118], [-4.529, -0.444, -0.342], [-4.740, -0.259, 1.443], [-4.019, 1.134, 0.578], [-1.902, -1.196, -0.923], [-1.217, 1.606, -0.835], [-2.582, 1.008, -1.664], [-1.009, 0.814, -2.254], [3.883, 2.405, -0.828], [5.133, 0.562, 0.158], [3.569, 2.031, 1.462], [-0.028, -1.332, 1.377], [-0.178, 1.285, 1.082], [2.427, -1.011, -1.499], [2.973, -1.675, 0.809]]
}